No. 1
C41H30F4N7O2Ti as an isolated structure, computed with ωB97M-V/def2-TZVPD.

Values from the calculation:
* spin multiplicity: 2
* LUMO level (spin up / spin down): -1.4 / -2.5 eV
* frontier orbital gap (spin up / spin down): 0.229 / 0.209 Eh

Each line ends with the Löwdin spin population.
Geometry (Å):
Ti -0.328 -0.119 0.467  0.01
C -0.736 3.987 -0.775  0.00
N -0.849 3.374 0.544  0.00
C 0.052 4.023 1.494  0.00
C 0.620 3.053 2.516  0.00
C 1.781 2.230 1.999  0.00
N 1.525 1.325 0.852  0.00
C 2.593 1.100 0.181  0.00
C 2.851 0.150 -0.889  0.00
C 4.148 0.093 -1.415  0.00
C 4.470 -0.788 -2.426  0.00
C 3.489 -1.643 -2.925  0.00
C 2.199 -1.605 -2.429  0.00
C 1.879 -0.703 -1.418  0.00
O 0.616 -0.588 -1.013  0.00
C -2.246 3.462 0.958  0.00
C -2.654 2.732 2.230  0.00
C -2.701 1.208 2.153  0.00
N -1.412 0.500 2.304  0.00
C -1.215 -0.047 3.444  0.00
C -0.149 -0.950 3.822  0.00
C -0.072 -1.359 5.160  0.00
C 0.876 -2.268 5.574  0.00
C 1.760 -2.801 4.634  0.00
C 1.699 -2.427 3.307  0.00
C 0.747 -1.494 2.886  0.00
O 0.708 -1.132 1.616  0.00
H -1.068 5.038 -0.768  0.00
H -1.350 3.440 -1.490  0.00
H 0.297 3.952 -1.116  0.00
H -0.445 4.871 1.993  0.00
H 0.886 4.449 0.930  0.00
H -0.156 2.395 2.888  0.00
H 0.997 3.610 3.379  0.00
H 2.150 1.602 2.817  0.00
H 2.593 2.909 1.722  0.00
H 3.490 1.667 0.451  0.00
H 4.900 0.770 -1.028  0.00
H 5.472 -0.805 -2.833  0.00
H 3.733 -2.337 -3.720  0.00
H 1.417 -2.244 -2.819  0.00
H -2.850 3.063 0.140  0.00
H -2.526 4.525 1.073  0.00
H -3.682 3.046 2.431  0.00
H -2.077 3.062 3.098  0.00
H -3.118 0.904 1.194  0.00
H -3.378 0.837 2.926  0.00
H -1.948 0.139 4.234  0.00
H -0.779 -0.948 5.872  0.00
H 0.929 -2.572 6.609  0.00
H 2.503 -3.524 4.946  0.00
H 2.372 -2.841 2.568  0.00
F 0.695 2.195 -2.224  -0.01
C 0.956 1.432 -3.298  -0.01
C 2.247 1.384 -3.736  0.07
F 3.152 2.107 -3.074  0.02
C 2.644 0.605 -4.847  0.03
C 1.571 -0.050 -5.502  0.06
C 0.277 0.014 -5.061  -0.01
F -0.639 -0.703 -5.713  -0.01
C -0.100 0.731 -3.909  0.09
C -1.418 0.684 -3.346  0.06
C -1.579 0.852 -1.985  0.02
N -1.646 0.948 -0.824  0.04
C -2.577 0.248 -4.047  0.01
N -3.555 -0.070 -4.567  0.03
F 1.826 -0.811 -6.564  0.02
C 3.995 0.463 -5.237  0.25
C 4.412 -0.295 -6.365  0.03
N 4.821 -0.905 -7.252  0.13
C 5.075 1.007 -4.489  0.03
N 5.987 1.429 -3.926  0.12
C -1.765 -1.584 0.510  0.00
C -2.553 -2.465 0.792  0.00
C -3.483 -3.507 1.112  0.00
C -3.299 -4.281 2.261  0.00
C -4.198 -5.285 2.577  0.00
C -5.287 -5.531 1.753  0.00
C -5.475 -4.767 0.608  0.00
C -4.581 -3.760 0.287  0.00
H -2.442 -4.086 2.895  0.00
H -4.046 -5.882 3.468  0.00
H -5.988 -6.318 2.000  0.00
H -6.322 -4.958 -0.038  0.00
H -4.718 -3.163 -0.605  0.00


No. 2
C41H30N9O4RbS3 as an isolated structure, computed with ωB97M-V/def2-TZVPD.

Values from the calculation:
* LUMO level: 3.3 eV
* net charge: -2
* frontier orbital gap: 0.198 Eh

Each line ends with the Mulliken charge.
Geometry (Å):
Rb -0.176 0.521 -1.215  0.68
N -7.818 -6.938 -3.942  -0.59
C -6.729 -6.516 -3.768  -0.01
C -5.504 -5.857 -3.584  0.69
C -5.437 -4.547 -4.009  -0.93
C -4.283 -3.836 -3.748  -0.07
C -3.296 -4.262 -2.856  -0.01
C -3.421 -5.621 -2.380  -0.28
C -4.510 -6.368 -2.743  -0.66
C -2.286 -3.329 -2.450  1.09
C -1.968 -3.047 -1.094  -0.12
C -2.830 -3.425 0.009  -1.02
C -2.263 -2.916 1.160  -0.91
C -1.061 -2.265 0.738  -0.23
N -0.846 -2.376 -0.588  0.03
C -1.490 -2.720 -3.518  -0.32
C -1.452 -3.192 -4.850  -0.66
C -0.759 -2.276 -5.584  -0.81
C -0.393 -1.239 -4.695  -0.97
N -0.831 -1.528 -3.410  0.47
H -6.271 -4.122 -4.568  0.37
H -4.098 -2.841 -4.183  0.51
H -2.629 -6.002 -1.699  0.42
H -4.592 -7.332 -2.286  0.40
H -3.811 -3.838 -0.050  0.47
H -2.693 -2.959 2.178  0.34
H -0.315 -1.775 1.419  0.35
H -1.826 -4.166 -5.112  0.52
H -0.487 -2.454 -6.595  0.41
H 0.240 -0.468 -4.975  0.59
O 4.546 1.622 -1.475  -0.81
C 3.378 1.164 -1.755  0.17
O 2.251 1.700 -1.842  -0.66
C 3.388 -0.334 -2.112  0.45
C 4.579 -0.958 -2.598  -0.47
C 4.492 -2.321 -2.931  -0.07
C 3.364 -3.068 -2.681  -0.72
C 2.286 -2.431 -2.075  -0.20
N 2.360 -1.107 -1.786  0.21
H 5.503 -0.386 -2.833  0.37
H 5.341 -2.803 -3.425  0.33
H 3.368 -4.123 -3.018  0.31
H 1.327 -2.886 -1.841  0.19
S 4.301 2.032 5.420  -0.28
C 3.239 1.498 4.110  0.51
C 1.872 1.345 4.266  -0.57
C 1.111 1.122 3.140  -0.34
N 1.607 0.958 1.943  0.07
C 2.924 0.925 1.788  -0.20
C 3.794 1.276 2.852  -0.79
C 4.330 0.720 6.576  0.66
C 5.313 0.792 7.531  -0.57
C 5.385 -0.193 8.503  -0.25
N 4.577 -1.239 8.550  -0.62
C 3.680 -1.390 7.580  -0.40
C 3.597 -0.500 6.522  -0.25
H 1.356 1.369 5.239  0.41
H 0.049 1.113 3.157  0.56
H 3.317 0.750 0.795  0.12
H 4.831 1.450 2.641  0.49
H 5.968 1.621 7.524  0.38
H 6.100 -0.060 9.305  0.33
H 3.070 -2.285 7.583  0.36
H 2.920 -0.725 5.663  0.36
N 1.232 8.097 1.078  -0.48
C 0.419 7.033 1.017  1.06
C 0.860 5.801 0.505  -0.64
C 0.035 4.728 0.449  -0.83
C -1.221 4.832 0.985  0.10
C -1.733 6.054 1.488  -0.63
C -0.870 7.102 1.588  -0.61
S -2.254 3.386 1.115  1.13
O -3.593 3.901 1.216  -0.72
O -1.788 2.372 2.058  -0.66
N -1.888 2.694 -0.343  -0.25
C -2.694 2.626 -1.351  0.41
S -4.261 3.488 -1.491  -0.13
C -4.537 2.716 -3.042  -0.41
C -3.519 1.785 -3.352  -0.62
N -2.450 1.822 -2.481  -0.24
H 2.173 8.010 0.769  0.19
H 1.068 8.873 1.717  0.18
H 1.950 5.693 0.173  0.18
H 0.367 3.797 -0.022  0.70
H -2.760 6.138 1.861  0.42
H -1.271 8.014 1.985  0.30
H -5.421 2.950 -3.607  0.32
H -3.533 1.132 -4.231  0.36


No. 3
A 2-piece molecular cluster, C41H32F2N3O overall, computed with ωB97M-V/def2-TZVPD.

Values from the calculation:
* LUMO level: -5.5 eV
* net charge: +1
* frontier orbital gap: 0.129 Eh

Each line ends with the Mulliken charge.
Geometry (Å):
F -2.578 2.208 -4.511  -0.32
C -2.323 0.910 -4.123  0.08
C -3.339 -0.030 -4.266  -0.57
C -3.055 -1.336 -3.834  -0.68
C -1.807 -1.675 -3.324  -0.78
C -0.749 -0.720 -3.206  1.23
C 0.554 -1.148 -2.792  -0.63
C 1.782 -0.755 -3.448  0.34
C 2.708 -1.740 -3.927  -0.17
C 3.985 -1.399 -4.351  -0.56
C 4.390 -0.057 -4.431  -0.59
C 3.455 0.905 -4.063  0.21
F 3.825 2.233 -4.120  -0.33
C 2.162 0.600 -3.651  -0.21
C -1.053 0.603 -3.640  -0.29
H -4.305 0.245 -4.686  0.49
H -3.822 -2.101 -3.954  0.41
H -1.586 -2.719 -3.092  0.45
H 0.595 -2.096 -2.246  0.52
H 2.380 -2.780 -3.977  0.46
H 4.683 -2.172 -4.680  0.42
H 5.386 0.234 -4.764  0.49
H 1.466 1.404 -3.444  0.23
H -0.294 1.374 -3.628  0.41
C 2.488 1.507 -0.299  -1.07
O 1.192 0.871 -0.467  0.68
C 0.843 -0.196 0.294  0.10
C 1.850 -1.229 0.584  0.26
C 2.082 -1.608 1.923  -0.28
C 2.865 -2.721 2.218  -0.86
C 3.463 -3.453 1.183  -0.57
C 3.375 -2.988 -0.136  -1.16
C 2.656 -1.825 -0.413  0.69
C -0.345 -0.058 1.037  -0.65
N -0.877 -0.988 1.882  0.99
C -0.759 -2.381 1.918  0.23
C -0.921 -2.978 3.166  -0.43
C -0.509 -4.302 3.306  -0.62
C -0.133 -5.029 2.170  -0.65
C -0.165 -4.447 0.898  -0.64
C -0.513 -3.109 0.755  -0.07
N -1.766 -0.437 2.769  -1.25
C -1.884 0.824 2.426  0.27
C -2.871 1.718 3.042  0.37
C -3.423 2.858 2.406  -0.01
C -4.370 3.641 3.064  -0.73
C -4.803 3.305 4.351  -0.40
C -4.305 2.151 4.968  -0.66
C -3.370 1.351 4.313  -0.45
N -1.016 1.132 1.363  0.57
C -0.573 2.454 1.107  -0.30
C -0.662 2.960 -0.181  -0.04
C -0.312 4.294 -0.409  -0.78
C 0.146 5.081 0.652  -0.52
C 0.250 4.552 1.943  -0.97
C -0.114 3.223 2.172  0.16
H 2.360 2.526 -0.679  0.26
H 2.757 1.538 0.769  0.29
H 3.234 0.951 -0.883  0.33
H 1.637 -1.002 2.716  0.46
H 3.002 -3.020 3.261  0.42
H 4.014 -4.371 1.411  0.41
H 3.872 -3.523 -0.953  0.46
H 2.669 -1.382 -1.409  0.01
H -1.289 -2.380 3.997  0.44
H -0.478 -4.741 4.301  0.41
H 0.182 -6.070 2.263  0.39
H 0.107 -5.022 0.013  0.41
H -0.574 -2.590 -0.201  0.63
H -3.100 3.110 1.394  0.35
H -4.776 4.516 2.560  0.40
H -5.536 3.937 4.854  0.39
H -4.656 1.876 5.960  0.39
H -3.009 0.429 4.772  0.43
H -1.008 2.312 -0.985  0.56
H -0.387 4.701 -1.417  0.44
H 0.440 6.118 0.464  0.42
H 0.616 5.148 2.780  0.43
H -0.052 2.778 3.168  0.48


No. 4
C41H34BF2GeI3N2O5Pd as an isolated structure, computed with ωB97M-V/def2-TZVPD.

Values from the calculation:
* spin multiplicity: 5
* LUMO level (spin up / spin down): -0.1 / -3.6 eV
* frontier orbital gap (spin up / spin down): 0.203 / 0.195 Eh

Each line ends with the Löwdin spin population.
Geometry (Å):
Pd 1.562 1.257 0.992  1.41
I 5.301 6.992 4.736  1.13
C 3.623 6.125 3.659  0.44
C 2.675 5.243 4.152  0.15
C 2.141 4.289 3.268  0.01
I 1.537 2.550 4.399  0.05
C 2.178 4.526 1.892  0.09
O 1.907 3.583 0.948  0.09
C 2.995 5.567 1.444  0.00
C 1.054 3.103 -1.439  0.01
N 1.467 1.728 -1.299  0.15
C 2.765 1.399 -1.821  0.01
C 3.798 1.182 -0.768  0.01
C 5.118 0.958 -1.197  0.00
C 6.197 0.706 -0.314  0.00
C 5.826 0.473 1.026  0.00
C 4.493 0.585 1.389  0.01
N 3.516 1.015 0.530  0.07
C 3.757 6.330 2.309  0.09
H 2.589 5.095 5.262  0.01
H 0.031 3.159 -1.771  0.00
H 1.667 3.597 -2.201  0.00
H 0.800 1.035 -1.624  0.00
H 2.703 0.576 -2.501  0.00
H 3.218 2.255 -2.386  0.00
H 5.367 1.252 -2.215  0.00
H 7.189 0.492 -0.673  0.00
H 6.583 0.249 1.779  0.00
H 4.126 0.289 2.359  0.00
H 4.483 7.056 1.881  0.01
F 0.853 5.319 -0.345  0.00
B 0.936 3.973 -0.007  0.01
F 3.432 5.529 0.151  0.00
I -7.263 1.836 1.920  0.00
C -5.160 2.282 1.972  0.00
C -4.348 1.608 2.875  0.00
C -2.948 1.624 2.642  0.00
C -2.387 2.430 1.637  0.00
C -3.196 3.295 0.908  0.00
C -4.569 3.221 1.073  0.00
C -0.932 2.473 1.315  0.01
O -0.275 1.468 1.743  0.06
O -0.488 3.513 0.616  0.00
H -4.798 1.145 3.777  0.00
H -2.267 0.973 3.179  0.00
H -2.727 4.040 0.248  0.00
H -5.191 3.976 0.571  0.00
O 2.241 -1.413 2.118  0.01
C 1.709 -1.665 1.006  0.01
O 1.067 -0.774 0.332  0.14
C 1.644 -3.117 0.503  0.01
C 1.125 -3.272 -0.957  0.00
Ge -0.862 -3.227 -1.248  0.00
C -1.698 -3.480 0.520  0.00
C -2.468 -4.612 0.849  0.00
C -3.053 -4.710 2.088  0.00
C -2.944 -3.702 3.033  0.00
C -2.215 -2.573 2.702  0.00
C -1.590 -2.492 1.453  0.00
C -1.655 -4.578 -2.444  0.00
C -0.819 -5.391 -3.191  0.00
C -1.334 -6.305 -4.079  0.00
C -2.731 -6.463 -4.221  0.00
C -3.552 -5.610 -3.540  0.00
C -3.020 -4.652 -2.723  0.00
C -1.436 -1.534 -2.028  0.00
C -2.645 -0.940 -1.612  0.00
C -3.079 0.307 -2.128  0.00
C -2.320 0.864 -3.196  0.00
C -1.170 0.235 -3.659  0.00
C -0.752 -0.969 -3.110  0.00
H 1.021 -3.732 1.194  0.00
H 2.612 -3.567 0.625  0.00
H 1.372 -4.287 -1.239  0.00
H 1.702 -2.610 -1.598  0.00
H -2.525 -5.462 0.126  0.00
H -3.423 -5.691 2.406  0.00
H -3.409 -3.814 4.003  0.00
H -2.130 -1.714 3.360  0.00
H -0.942 -1.640 1.275  0.00
H 0.290 -5.366 -3.027  0.00
H -0.677 -7.002 -4.635  0.00
H -3.168 -7.195 -4.904  0.00
H -4.661 -5.702 -3.681  0.00
H -3.668 -3.917 -2.235  0.00
H -3.166 -1.386 -0.775  0.00
H -3.952 0.797 -1.783  0.00
H -2.605 1.826 -3.610  0.00
H -0.586 0.635 -4.520  0.00
H 0.133 -1.472 -3.544  0.00


No. 5
C41H34GeN6O5SZr as an isolated structure, computed with ωB97M-V/def2-TZVPD.

Values from the calculation:
* LUMO level: -0.4 eV
* frontier orbital gap: 0.272 Eh

Each line ends with the Mulliken charge.
Geometry (Å):
Zr 0.162 2.323 -0.536  -1.13
N 3.018 3.498 2.764  -0.44
C 1.901 3.293 2.012  0.77
S 1.616 4.388 0.723  -0.50
N 1.141 2.280 2.346  -1.54
N 0.006 2.092 1.596  1.35
C -0.906 1.364 2.164  -0.88
C -2.236 1.185 1.670  1.44
C -3.207 0.711 2.568  -0.83
C -4.537 0.670 2.232  -0.69
C -4.941 1.119 0.976  -0.72
C -4.017 1.567 0.064  -0.74
C -2.635 1.580 0.355  0.45
O -1.781 1.945 -0.559  -0.31
H 3.445 4.405 2.672  0.25
H 3.038 3.068 3.675  0.26
H -0.688 0.973 3.162  0.34
H -2.899 0.397 3.555  0.42
H -5.267 0.307 2.937  0.47
H -5.989 1.095 0.712  0.42
H -4.323 1.912 -0.914  0.47
O -0.079 4.126 -4.054  -0.62
C 0.080 4.128 -2.855  0.19
N 1.055 3.535 -2.109  0.17
C 2.270 3.210 -2.604  -0.12
O 2.820 3.634 -3.600  -0.70
C 3.023 2.283 -1.661  0.50
C 4.340 1.952 -1.957  -0.73
C 5.020 1.080 -1.128  -0.75
C 4.368 0.593 -0.004  -0.97
C 3.061 0.989 0.235  -0.24
N 2.394 1.812 -0.576  0.83
C -0.862 4.856 -1.911  0.45
C -1.497 6.033 -2.290  -0.96
C -2.243 6.715 -1.343  -0.32
C -2.341 6.187 -0.062  -0.95
C -1.706 4.989 0.217  -0.42
N -0.968 4.344 -0.681  0.69
H 4.790 2.387 -2.834  0.59
H 6.034 0.783 -1.348  0.46
H 4.851 -0.094 0.672  0.48
H 2.526 0.637 1.115  0.56
H -1.401 6.380 -3.309  0.54
H -2.741 7.639 -1.597  0.44
H -2.912 6.692 0.701  0.44
H -1.771 4.519 1.195  0.48
O 0.189 1.161 -2.307  -0.51
C 0.543 0.149 -1.664  1.66
O 0.320 0.076 -0.420  0.79
C 1.251 -0.980 -2.351  -1.33
C 0.348 -2.191 -2.230  -1.41
Ge -0.034 -2.691 -0.323  1.39
C 1.484 -2.313 0.893  0.27
C 2.736 -2.801 0.543  -0.08
C 3.837 -2.581 1.351  -1.01
C 3.698 -1.859 2.525  -0.53
C 2.454 -1.359 2.878  -0.42
C 1.354 -1.588 2.067  -0.56
C -0.022 -4.671 -0.632  0.07
C -0.810 -5.155 -1.672  -0.46
C -0.678 -6.450 -2.133  -0.71
C 0.250 -7.295 -1.547  -0.55
C 0.994 -6.854 -0.468  -0.58
C 0.856 -5.552 -0.017  -0.40
C -1.855 -2.411 0.399  0.33
C -2.205 -3.188 1.498  -0.32
C -3.508 -3.234 1.955  -0.92
C -4.496 -2.537 1.279  -0.62
C -4.162 -1.770 0.177  -0.65
C -2.845 -1.688 -0.245  -0.35
H 2.198 -1.160 -1.833  0.24
H 1.445 -0.711 -3.391  0.50
H 0.821 -3.056 -2.698  0.66
H -0.584 -2.006 -2.765  0.51
H 2.839 -3.376 -0.368  0.60
H 4.800 -2.981 1.067  0.42
H 4.551 -1.695 3.169  0.38
H 2.338 -0.793 3.791  0.42
H 0.380 -1.203 2.333  0.22
H -1.524 -4.485 -2.137  0.33
H -1.276 -6.802 -2.961  0.42
H 0.395 -8.293 -1.935  0.38
H 1.699 -7.521 0.006  0.42
H 1.454 -5.201 0.813  0.38
H -1.437 -3.777 1.983  0.44
H -3.758 -3.831 2.821  0.41
H -5.524 -2.602 1.607  0.44
H -4.937 -1.244 -0.360  0.51
H -2.585 -1.061 -1.087  0.32


Computed values of max |F| (unit: eV/Å) for the preceding records, in sequence: 0.50 4.64 1.47 3.16 2.39.
Computed values of energy above the lowest of the compared OMol25 structures with the same formula, charge and spin (unit: kcal per mole) for the preceding records, in sequence: 15.9 28.1 14.1 21.2 30.0.